{"formula": "C19H19N3O2", "method": "the ωB97M-V functional and the def2-TZVPD basis", "energy_ha": -1050.156415, "e_homo_ev": -7.50, "total_charge": 0, "smiles": "CC(=O)Oc1c(C)cc(Nc2ccn(-c3ccccc3)n2)cc1C", "elements": ["O", "N", "O", "C", "C", "C", "C", "C", "C", "C", "C", "C", "C", "C", "C", "C", "C", "C", "C", "N", "N", "C", "C", "C", "H", "H", "H", "H", "H", "H", "H", "H", "H", "H", "H", "H", "H", "H", "H", "H", "H", "H", "H"], "positions_angstrom": [[0.55, 0.83, -5.63], [1.30, -0.12, 2.55], [-1.51, 0.59, -4.61], [-0.68, 0.87, -5.65], [0.67, -0.32, 1.43], [-0.55, -1.13, 1.64], [-0.58, -1.38, 2.97], [1.73, -0.80, 7.53], [2.43, -0.03, 6.60], [0.67, -1.61, 7.15], [2.06, -0.06, 5.31], [0.30, -1.61, 5.80], [0.26, 1.58, -1.56], [-0.11, -0.82, -1.53], [-0.93, 0.46, -3.41], [0.39, 0.36, -0.94], [0.98, -0.86, 4.86], [-0.46, 1.64, -2.78], [-0.78, -0.76, -2.78], [1.07, 0.33, 0.27], [0.57, -0.84, 3.51], [-1.34, 1.26, -6.97], [-0.68, 3.01, -3.36], [-1.35, -2.01, -3.41], [-1.26, -1.50, 0.90], [-1.33, -1.98, 3.46], [1.95, -0.80, 8.61], [3.24, 0.59, 7.02], [0.09, -2.17, 7.86], [2.58, 0.62, 4.60], [-0.52, -2.27, 5.51], [0.57, 2.48, -1.07], [0.02, -1.76, -0.98], [1.86, 0.97, 0.38], [-1.90, 2.23, -6.87], [-2.04, 0.50, -7.35], [-0.59, 1.38, -7.76], [-1.69, 3.06, -3.79], [0.06, 3.23, -4.17], [-0.58, 3.83, -2.65], [-2.45, -1.97, -3.51], [-1.12, -2.88, -2.80], [-0.90, -2.15, -4.37]]}


{"formula": "C19H19N3O3S", "method": "the ωB97M-V functional and the def2-TZVPD basis", "energy_ha": -1523.599621, "e_homo_ev": -8.97, "total_charge": 0, "smiles": "CC(=O)c1ccccc1NS(=O)(=O)c1c(C)nn(-c2ccccc2)c1C", "elements": ["C", "C", "O", "C", "C", "C", "C", "C", "C", "N", "S", "O", "O", "C", "C", "N", "N", "C", "C", "H", "H", "H", "C", "C", "C", "C", "C", "C", "H", "H", "H", "H", "H", "C", "H", "H", "H", "H", "H", "H", "H", "H", "H", "H", "H"], "positions_angstrom": [[5.33, 0.37, 0.93], [4.53, 0.46, -0.34], [4.64, 1.37, -1.12], [3.51, -0.61, -0.54], [3.77, -1.96, -0.28], [2.79, -2.91, -0.45], [1.53, -2.54, -0.88], [1.25, -1.21, -1.15], [2.24, -0.25, -1.00], [1.89, 1.10, -1.23], [1.42, 1.82, 0.24], [2.38, 1.49, 1.26], [1.18, 3.20, -0.03], [-0.08, 0.98, 0.56], [-1.27, 1.24, -0.10], [-2.17, 0.36, 0.40], [-1.62, -0.44, 1.32], [-0.36, -0.09, 1.44], [0.59, -0.76, 2.37], [1.42, -0.10, 2.59], [0.98, -1.66, 1.89], [0.07, -1.05, 3.28], [-3.53, 0.18, 0.07], [-4.04, -1.11, 0.09], [-5.37, -1.32, -0.22], [-6.19, -0.26, -0.55], [-5.68, 1.03, -0.54], [-4.35, 1.26, -0.23], [-3.98, 2.27, -0.19], [-6.32, 1.87, -0.78], [-7.23, -0.43, -0.80], [-5.77, -2.33, -0.21], [-3.39, -1.92, 0.35], [-1.51, 2.21, -1.19], [-1.84, 3.17, -0.79], [-2.26, 1.84, -1.89], [-0.57, 2.38, -1.71], [2.69, 1.63, -1.57], [0.28, -0.91, -1.50], [0.75, -3.29, -1.01], [3.01, -3.95, -0.25], [4.76, -2.26, 0.03], [5.68, -0.63, 1.13], [4.66, 0.68, 1.73], [6.17, 1.07, 0.88]]}


{"formula": "C19H19N5NiO3", "method": "the ωB97M-V functional and the def2-TZVPD basis", "energy_ha": -2743.263929, "e_homo_ev": [0.29, 0.29], "total_charge": -2, "elements": ["Ni", "N", "C", "C", "O", "N", "C", "C", "O", "O", "H", "H", "H", "H", "H", "H", "N", "C", "C", "C", "C", "C", "C", "C", "C", "N", "C", "H", "H", "H", "H", "H", "H", "H", "H", "N", "C", "C", "C", "C", "C", "C", "H", "H", "H", "H", "H"], "positions_angstrom": [[0.44, -1.08, 0.50], [1.95, -2.48, -0.65], [0.94, -3.49, -0.96], [0.15, -3.82, 0.31], [-0.10, -5.01, 0.58], [-0.13, -2.74, 1.02], [-0.48, -2.87, 2.42], [0.55, -2.11, 3.29], [0.64, -2.41, 4.49], [1.22, -1.21, 2.69], [2.59, -2.79, 0.07], [2.49, -2.19, -1.46], [0.26, -3.06, -1.71], [1.35, -4.43, -1.35], [-1.47, -2.45, 2.62], [-0.51, -3.92, 2.72], [0.75, -0.27, -2.49], [1.31, 0.95, -2.30], [1.78, 1.72, -3.37], [2.25, 3.02, -3.21], [2.27, 3.61, -1.98], [1.86, 2.86, -0.85], [1.88, 3.45, 0.44], [1.55, 2.72, 1.53], [1.24, 1.35, 1.35], [1.19, 0.76, 0.17], [1.43, 1.52, -0.96], [-0.11, -0.45, -1.78], [0.42, -0.38, -3.45], [1.73, 1.29, -4.36], [2.58, 3.57, -4.09], [2.60, 4.64, -1.84], [2.16, 4.50, 0.52], [1.53, 3.13, 2.53], [1.07, 0.71, 2.21], [-1.02, -0.52, -0.49], [-2.09, -0.02, 0.06], [-2.28, 0.21, 1.48], [-3.42, 0.80, 1.98], [-4.47, 1.24, 1.17], [-4.32, 1.04, -0.20], [-3.20, 0.44, -0.74], [-1.50, -0.11, 2.15], [-3.48, 0.94, 3.06], [-5.35, 1.70, 1.59], [-5.11, 1.35, -0.88], [-3.12, 0.29, -1.81]]}


{"formula": "C19H19N5O2", "method": "the ωB97M-V functional and the def2-TZVPD basis", "energy_ha": -1159.720560, "e_homo_ev": -8.37, "total_charge": 0, "smiles": "CCN1C(=O)[C@@]2(C(C#N)=C(N)Oc3n[nH]c(C(C)C)c32)c2ccccc21", "elements": ["C", "H", "H", "H", "C", "N", "C", "O", "C", "C", "C", "N", "N", "C", "O", "C", "C", "C", "N", "N", "H", "H", "H", "C", "C", "H", "H", "H", "C", "H", "H", "H", "H", "C", "C", "C", "C", "C", "C", "H", "H", "H", "H", "H", "H"], "positions_angstrom": [[-3.03, 0.08, -2.27], [-3.80, 0.23, -3.02], [-2.41, -0.76, -2.58], [-3.49, -0.16, -1.32], [-2.17, 1.34, -2.15], [-1.14, 1.18, -1.16], [0.15, 0.87, -1.47], [0.58, 0.69, -2.59], [0.96, 0.78, -0.16], [1.62, -0.54, -0.02], [1.14, -1.83, 0.05], [2.22, -2.63, 0.19], [3.38, -1.95, 0.20], [3.02, -0.69, 0.08], [3.91, 0.33, 0.05], [3.37, 1.57, -0.08], [2.04, 1.84, -0.15], [1.60, 3.17, -0.25], [1.22, 4.25, -0.30], [4.34, 2.53, -0.16], [4.07, 3.49, -0.09], [5.27, 2.26, 0.09], [2.25, -3.63, 0.25], [-0.27, -2.34, 0.02], [-0.74, -2.66, 1.45], [-1.77, -3.00, 1.43], [-0.68, -1.77, 2.07], [-0.12, -3.44, 1.89], [-0.41, -3.56, -0.89], [-1.45, -3.83, -0.99], [-0.01, -3.33, -1.88], [0.13, -4.41, -0.49], [-0.90, -1.53, -0.37], [-0.11, 1.04, 0.87], [-0.03, 1.07, 2.24], [-1.19, 1.35, 2.96], [-2.38, 1.59, 2.31], [-2.47, 1.56, 0.93], [-1.32, 1.28, 0.21], [-3.41, 1.76, 0.43], [-3.27, 1.81, 2.89], [-1.15, 1.38, 4.04], [0.90, 0.89, 2.75], [-1.66, 1.54, -3.10], [-2.78, 2.20, -1.89]]}


{"formula": "C19H19N5O3OsS", "method": "the ωB97M-V functional and the def2-TZVPD basis", "s_squared": 0.7670, "spin_multiplicity": 2, "energy_ha": -1723.432354, "e_homo_ev": [-10.74, -10.61], "total_charge": 1, "elements": ["Os", "O", "N", "C", "C", "C", "C", "C", "S", "H", "H", "H", "H", "C", "C", "C", "C", "C", "C", "N", "N", "C", "C", "C", "C", "C", "C", "H", "H", "H", "H", "H", "H", "H", "H", "H", "C", "O", "C", "O", "N", "N", "H", "H", "H", "H", "H", "H"], "positions_angstrom": [[0.00, -0.11, 0.23], [1.98, -1.60, -0.29], [2.27, -1.84, -1.52], [3.43, -2.46, -1.82], [3.74, -2.82, -3.11], [2.84, -2.56, -4.14], [1.69, -1.85, -3.84], [1.42, -1.47, -2.52], [0.04, -0.50, -2.14], [4.07, -2.64, -0.98], [4.68, -3.31, -3.29], [3.04, -2.88, -5.14], [1.00, -1.56, -4.60], [-2.03, -3.72, 3.79], [-1.19, -3.01, 4.63], [-0.38, -2.00, 4.14], [-0.40, -1.71, 2.76], [-1.22, -2.47, 1.91], [-2.04, -3.45, 2.43], [0.36, -0.73, 2.21], [1.18, 0.01, 2.90], [1.85, 0.94, 2.21], [2.83, 1.74, 2.81], [3.49, 2.70, 2.07], [3.20, 2.87, 0.72], [2.24, 2.07, 0.10], [1.53, 1.13, 0.81], [-2.68, -4.48, 4.19], [-1.15, -3.26, 5.68], [0.26, -1.42, 4.78], [-1.19, -2.29, 0.83], [-2.68, -4.01, 1.77], [3.05, 1.58, 3.85], [4.24, 3.32, 2.54], [3.72, 3.62, 0.15], [2.05, 2.21, -0.96], [-5.12, -0.05, 0.60], [-4.40, 0.96, -0.10], [-3.08, 0.89, -0.13], [-2.41, 0.00, 0.38], [-2.55, 1.94, -0.80], [-1.17, 2.08, -0.94], [-6.16, 0.25, 0.54], [-4.80, -0.12, 1.64], [-4.99, -1.03, 0.12], [-3.19, 2.60, -1.24], [-0.85, 2.98, -0.56], [-0.89, 2.01, -1.92]]}